ORCA calculation (wB97M-V/def2-TZVPD) on a cluster of 13 separate species, C31H90N2O13 in total.

Last column: Mulliken charge in e.
Element x y z (Å)
C1 -2.490 6.061 7.731  -1.2686
C2 -2.312 5.951 6.205  0.5651
C3 -1.622 7.227 5.659  -1.3046
O1 -1.457 4.890 5.862  -0.5574
H1 -3.337 5.478 8.093  0.3402
H2 -2.685 7.076 8.078  0.3224
H3 -1.610 5.735 8.285  0.3221
H4 -3.308 5.768 5.801  0.2666
H5 -0.573 7.298 5.946  0.3306
H6 -2.193 8.106 5.958  0.3817
H7 -1.671 7.213 4.571  0.3093
H8 -1.942 4.062 5.889  0.2917
C4 -0.679 -10.930 3.251  -1.2227
C5 -1.038 -9.453 3.199  0.5009
C6 -0.326 -8.792 1.977  -1.2986
O2 -2.425 -9.199 3.193  -0.5359
H9 -1.261 -11.586 3.899  0.3560
H10 0.350 -11.165 3.523  0.3270
H11 -0.886 -11.330 2.259  0.3160
H12 -0.734 -8.888 4.080  0.2263
H13 -0.403 -9.377 1.060  0.3464
H14 0.751 -8.735 2.133  0.3605
H15 -0.712 -7.786 1.810  0.3158
H16 -2.732 -9.471 4.062  0.3075
C7 -1.983 -1.848 6.622  -1.2255
C8 -3.263 -1.034 6.339  0.5506
C9 -3.783 -0.180 7.557  -1.3415
O3 -2.959 -0.159 5.286  -0.5196
H17 -2.089 -2.486 7.498  0.3491
H18 -1.114 -1.231 6.849  0.3121
H19 -1.821 -2.609 5.858  0.3676
H20 -4.084 -1.668 6.003  0.1903
H21 -4.577 0.536 7.348  0.3219
H22 -2.935 0.366 7.972  0.3300
H23 -3.993 -0.798 8.430  0.3763
H24 -2.794 -0.691 4.504  0.2891
C10 -8.936 -8.969 1.872  -1.2290
C11 -8.460 -7.967 0.768  0.3740
C12 -8.507 -6.522 1.268  -1.1926
O4 -7.142 -8.338 0.514  -0.5344
H25 -9.925 -8.744 2.271  0.3440
H26 -8.267 -8.985 2.732  0.3227
H27 -8.859 -9.994 1.508  0.3310
H28 -9.077 -8.132 -0.115  0.2754
H29 -8.153 -5.885 0.458  0.3159
H30 -7.826 -6.232 2.069  0.3019
H31 -9.504 -6.236 1.604  0.3438
H32 -6.632 -8.352 1.328  0.3479
C13 2.619 3.207 -5.823  -1.3444
C14 2.792 3.867 -7.204  0.5961
C15 4.008 4.776 -7.210  -1.2621
O5 2.899 2.789 -8.094  -0.5436
H33 1.697 2.630 -5.765  0.3805
H34 2.664 3.936 -5.014  0.3405
H35 3.473 2.573 -5.581  0.3333
H36 1.891 4.440 -7.423  0.1788
H37 3.953 5.488 -6.387  0.3567
H38 3.917 5.302 -8.160  0.3006
H39 4.969 4.265 -7.273  0.3436
H40 2.153 2.216 -7.898  0.3203
C16 8.232 3.383 -2.173  -1.2778
C17 8.784 2.361 -1.143  0.5651
C18 10.214 1.886 -1.465  -1.2654
O6 8.659 2.896 0.164  -0.5593
H41 8.554 3.236 -3.204  0.3445
H42 8.670 4.293 -1.762  0.3692
H43 7.149 3.350 -2.062  0.3290
H44 8.145 1.478 -1.165  0.1901
H45 10.811 2.787 -1.604  0.3165
H46 10.181 1.365 -2.422  0.3390
H47 10.628 1.261 -0.673  0.3403
H48 7.786 3.294 0.163  0.3091
C19 -0.292 7.899 -1.995  -1.3995
C20 -1.586 7.722 -2.737  0.6616
C21 -2.729 7.088 -1.878  -0.6859
O7 -2.370 5.788 -1.452  -0.2503
C22 -3.362 5.074 -0.709  -0.6748
N1 -1.969 9.000 -3.373  -0.7333
H49 0.215 6.993 -1.661  0.3143
H50 -0.497 8.468 -1.088  0.3232
H51 0.357 8.495 -2.636  0.3791
H52 -1.416 7.030 -3.562  0.1890
H53 -3.666 7.057 -2.434  0.3006
H54 -2.908 7.631 -0.950  0.3356
H55 -3.700 5.606 0.181  0.3004
H56 -2.957 4.136 -0.330  0.1642
H57 -4.215 4.794 -1.326  0.2973
H58 -1.153 9.484 -3.720  0.2205
H59 -2.600 8.783 -4.131  0.2578
C23 1.575 -0.591 1.156  -1.4235
C24 0.895 0.188 0.016  0.3914
C25 -0.213 -0.671 -0.600  -0.7604
O8 -1.236 -1.070 0.378  -0.2273
C26 -2.376 -1.646 -0.270  -0.7844
N2 0.513 1.498 0.566  -0.5881
H60 0.925 -1.211 1.773  0.3065
H61 2.275 0.004 1.743  0.4107
H62 2.248 -1.304 0.681  0.3823
H63 1.609 0.420 -0.774  0.2458
H64 0.266 -1.566 -0.998  0.3574
H65 -0.708 -0.156 -1.424  0.4210
H66 -3.050 -1.999 0.511  0.2257
H67 -2.071 -2.536 -0.820  0.3133
H68 -2.914 -0.934 -0.896  0.3082
H69 -0.187 1.963 0.007  0.1623
H70 0.171 1.390 1.510  0.2618
C27 3.900 6.472 2.861  -0.4759
O9 4.246 5.368 2.055  -0.4938
H71 3.638 6.076 3.842  0.2269
H72 4.694 7.191 3.064  0.2310
H73 3.042 6.930 2.367  0.2042
H74 3.455 4.833 1.956  0.3053
C28 6.199 -3.033 -4.297  -0.4774
O10 7.623 -3.224 -4.251  -0.4979
H75 5.711 -3.806 -4.890  0.2399
H76 5.784 -2.996 -3.290  0.2010
H77 6.013 -2.069 -4.772  0.2432
H78 7.879 -3.369 -5.164  0.2914
C29 -8.238 -3.297 -4.991  -0.4948
O11 -8.553 -3.202 -6.323  -0.4821
H79 -7.289 -3.830 -4.934  0.2041
H80 -8.154 -2.331 -4.493  0.2402
H81 -9.004 -3.808 -4.407  0.2352
H82 -9.457 -2.881 -6.325  0.2974
C30 0.369 -3.261 -6.970  -0.4490
O12 -0.142 -2.024 -7.482  -0.5111
H83 0.585 -3.898 -7.828  0.2262
H84 1.180 -3.159 -6.249  0.2026
H85 -0.490 -3.676 -6.442  0.2291
H86 -0.855 -2.229 -8.092  0.3020
C31 8.566 -3.808 1.399  -0.4971
O13 9.502 -4.002 0.395  -0.4975
H87 7.636 -4.331 1.174  0.2341
H88 8.914 -4.077 2.397  0.2340
H89 8.314 -2.754 1.512  0.2234
H90 9.190 -3.710 -0.465  0.3027

Cartesian forces (eV/Å) of the 6 atoms listed first:
-0.1 0.0 0.4
0.7 1.2 1.0
-1.2 -0.5 -0.5
0.3 -0.6 -0.3
0.0 -0.3 -0.1
-0.1 0.2 -0.3

The value obtained for the HOMO energy is -0.341 hartree. For the total energy, the calculation gives -63197.379 eV.